Computed, not measured: a cluster of 6 separate species, C15H28NO18S2 in total at a distorted geometry, with the ωB97M-V functional and the def2-TZVPD basis.

- HOMO (eV) = -6.52
- total charge = -1
- frontier orbital gap (Eh) = 0.3017

```
64
Properties=species:S:1:pos:R:3:mulliken_charge:R:1
N 7.953 -16.454 47.282 0.7523
O 7.923 -16.995 48.401 -0.6406
O 8.841 -15.631 46.952 -0.4138
O 7.123 -16.753 46.305 -0.5889
O 8.482 -17.445 42.426 -0.6037
S 8.331 -16.074 42.114 1.2051
O 8.802 -15.510 40.885 -0.6228
O 6.601 -15.781 42.114 -0.3634
C 5.770 -16.455 43.002 -0.1445
C 4.281 -16.280 42.481 -1.6216
C 8.949 -15.059 43.516 -0.5552
H 5.799 -16.224 44.005 0.2347
H 6.171 -17.489 43.139 0.5555
H 3.682 -16.706 43.176 0.4577
H 4.286 -16.838 41.516 0.3517
H 3.963 -15.366 42.230 0.4689
H 9.918 -15.351 43.868 0.2729
H 8.141 -15.157 44.476 -0.1194
H 8.859 -14.054 43.326 0.4606
O 15.426 -12.435 47.805 -0.6390
S 14.997 -12.179 46.437 1.1712
O 15.799 -12.754 45.357 -0.6475
O 13.546 -12.921 46.334 -0.2552
C 13.474 -14.366 46.330 -0.3967
C 11.960 -14.847 46.286 -0.5438
C 14.896 -10.465 46.099 -0.8126
H 14.023 -14.604 47.240 0.4531
H 13.706 -14.793 45.265 0.2321
H 11.793 -15.858 46.477 0.6363
H 11.468 -14.321 45.343 0.0246
H 11.578 -14.133 47.083 -0.1375
H 15.923 -9.765 46.039 0.2975
H 14.118 -10.118 46.774 0.3159
H 14.690 -10.366 45.003 0.3092
C 5.906 -13.525 45.494 -0.2456
C 5.449 -12.868 44.228 0.3081
O 4.348 -12.069 44.663 -0.3471
C 4.238 -12.049 45.979 0.5708
O 3.269 -11.631 46.608 -0.5869
O 5.205 -12.836 46.519 -0.3881
H 6.991 -13.366 45.427 0.0271
H 5.967 -14.473 45.668 0.4551
H 5.220 -13.793 43.641 -0.0510
H 6.306 -12.128 43.889 0.2400
C 9.710 -13.475 49.938 0.1999
C 8.330 -13.334 49.340 0.2870
O 7.706 -12.209 49.848 -0.3675
C 8.687 -11.506 50.471 0.5917
O 8.525 -10.429 50.936 -0.5571
O 9.797 -12.208 50.528 -0.3644
H 10.446 -13.423 49.208 -0.0440
H 9.980 -14.488 50.497 0.1967
H 7.720 -14.091 49.687 0.2276
H 8.392 -13.544 48.167 -0.2267
C 7.253 -21.090 47.303 -0.2129
C 8.467 -20.374 47.972 -0.0966
O 9.525 -21.299 47.779 -0.3430
C 8.967 -22.579 47.612 0.6358
O 9.547 -23.611 47.541 -0.5272
O 7.642 -22.495 47.453 -0.3493
H 7.217 -20.903 46.186 0.1862
H 6.216 -20.864 47.548 0.3119
H 8.360 -20.335 49.045 0.1938
H 8.692 -19.419 47.650 0.1825
```

***

Computed, not measured: the ion C5H14N2PS with charge +1 at a distorted geometry, with the ωB97M-V functional and the def2-TZVPD basis.

- HOMO (spin up / spin down) (eV) = -12.60 / -12.82
- total charge = +1
- frontier orbital gap (spin up / spin down) (Eh) = 0.2332 / 0.2772

```
23
Properties=species:S:1:pos:R:3:mulliken_charge:R:1
C 0.058 -1.698 0.724 -0.6983
C -0.832 0.205 -0.792 -1.0321
C -0.734 -0.244 0.717 0.1542
C 1.359 1.071 -1.487 -0.6642
C -1.233 1.301 3.103 -1.0345
N 1.103 -1.685 -0.074 -0.3115
N 0.353 -0.024 -1.558 0.0982
P 0.639 -1.329 -2.608 0.0152
S -0.002 0.994 1.776 0.0166
H 0.337 -2.046 1.698 0.4349
H -0.746 -2.305 0.241 0.3471
H -1.714 -0.255 -1.345 0.3924
H -1.058 1.232 -1.039 0.4121
H -1.744 -0.681 1.211 0.3831
H 0.811 1.842 -1.988 0.3771
H 1.374 1.253 -0.454 0.2413
H 2.289 0.806 -2.059 0.2989
H -0.857 2.182 3.653 0.3900
H -1.164 0.651 3.945 0.3702
H -2.109 1.622 2.644 0.3747
H 1.930 -1.437 0.401 0.2225
H 1.953 -0.746 -3.020 0.0988
H -0.016 -0.710 -3.689 0.1132
```

***

Computed, not measured: a cluster of 2 separate species, CH4FOP in total, with the ωB97M-V functional and the def2-TZVPD basis.

- SMILES = C=O.FP
- HOMO (eV) = -9.81
- frontier orbital gap (Eh) = 0.3938

```
8
Properties=species:S:1:pos:R:3:mulliken_charge:R:1
C -0.923 -1.963 -0.022 -0.0904
O -0.435 -1.102 -0.691 -0.3487
F 0.045 1.314 0.826 -0.2758
P 1.223 1.521 -0.287 0.2089
H -0.444 -2.356 0.889 0.2076
H -1.887 -2.432 -0.275 0.2269
H 0.528 2.547 -0.951 0.0330
H 1.892 2.471 0.511 0.0384
```

***

Computed, not measured: a structure of composition C41H33CuNOP2S2, with the ωB97M-V functional and the def2-TZVPD basis.

- HOMO (eV) = -10.32
- total charge = +1
- frontier orbital gap (Eh) = 0.2819

```
81
Properties=species:S:1:pos:R:3:mulliken_charge:R:1
Cu -1.005 -0.642 0.105 0.6551
O -1.748 -0.822 3.847 -0.8012
S -0.863 -0.603 2.677 1.1014
C -0.237 1.081 2.841 -0.0327
C 0.311 1.435 4.071 -0.8609
C 0.590 2.762 4.338 -0.8732
C 0.281 3.740 3.398 -0.9584
C -0.276 3.383 2.184 -0.3311
C -0.520 2.043 1.873 0.1804
P -1.220 1.589 0.244 1.1558
C -2.817 2.456 0.253 0.7423
C -3.081 3.604 -0.485 -0.2271
C -4.331 4.206 -0.409 -0.7051
C -5.314 3.669 0.407 -0.5192
C -5.053 2.523 1.150 -0.6981
C -3.813 1.916 1.068 -0.6711
C -0.216 2.452 -1.006 0.8200
C 0.942 3.175 -0.745 -0.5041
C 1.650 3.762 -1.787 -0.7337
C 1.219 3.622 -3.095 -0.6538
C 0.078 2.878 -3.369 -0.8276
C -0.629 2.294 -2.332 -0.6905
C 0.632 -1.553 2.968 0.4669
C 0.831 -2.005 4.265 -0.6754
C 1.951 -2.770 4.549 -0.8038
C 2.847 -3.087 3.537 -0.8717
C 2.619 -2.653 2.241 -0.2613
C 1.500 -1.884 1.930 -0.7488
P 1.170 -1.320 0.216 2.3539
C 1.704 -2.696 -0.845 0.4261
C 3.045 -2.954 -1.134 -0.4375
C 3.395 -4.029 -1.934 -0.8586
C 2.409 -4.857 -2.457 -0.5862
C 1.074 -4.605 -2.180 -0.5300
C 0.724 -3.526 -1.380 -0.5299
C 2.442 -0.038 -0.033 0.5134
C 2.869 0.275 -1.322 -0.4945
C 3.815 1.266 -1.524 -0.9554
C 4.332 1.969 -0.443 -0.5977
C 3.889 1.683 0.840 -0.7816
C 2.949 0.682 1.046 -0.5062
H 0.492 0.677 4.821 0.4662
H 1.022 3.041 5.290 0.4566
H 0.466 4.783 3.619 0.4445
H -0.531 4.150 1.463 0.6512
H -2.316 4.040 -1.113 0.3584
H -4.531 5.100 -0.984 0.4278
H -6.286 4.142 0.466 0.3954
H -5.818 2.101 1.788 0.4386
H -3.620 1.016 1.644 0.3564
H 1.309 3.283 0.266 0.4560
H 2.546 4.327 -1.568 0.4204
H 1.771 4.086 -3.902 0.4202
H -0.263 2.759 -4.389 0.4525
H -1.524 1.721 -2.555 0.5600
H 0.092 -1.776 5.022 0.6417
H 2.117 -3.130 5.556 0.4216
H 3.718 -3.690 3.754 0.4552
H 3.312 -2.935 1.460 0.4174
H 3.821 -2.299 -0.755 0.4892
H 4.437 -4.220 -2.154 0.4286
H 2.685 -5.695 -3.083 0.4046
H 0.305 -5.246 -2.591 0.4649
H -0.317 -3.330 -1.151 -0.0568
H 2.472 -0.263 -2.175 0.5744
H 4.148 1.493 -2.529 0.4337
H 5.078 2.736 -0.602 0.4605
H 4.286 2.229 1.686 0.4743
H 2.628 0.457 2.056 0.2934
S -2.712 -2.243 0.106 -0.6019
C -2.997 -2.704 -1.498 0.4587
N -3.772 -3.799 -1.725 -0.0274
C -4.101 -4.283 -2.949 -0.3181
C -3.636 -3.672 -4.068 -0.6769
C -2.823 -2.532 -3.905 -0.3757
C -2.514 -2.058 -2.662 -0.2035
H -4.125 -4.268 -0.900 0.2522
H -4.734 -5.158 -2.957 0.4242
H -3.892 -4.057 -5.043 0.4348
H -2.443 -2.021 -4.780 0.4547
H -1.897 -1.181 -2.527 0.2829
```

***

Computed, not measured: the molecule C3H5NS2 at a distorted geometry, with the ωB97M-V functional and the def2-TZVPD basis.

- SMILES = CC1=NSCS1
- HOMO (eV) = -8.56
- frontier orbital gap (Eh) = 0.3385

```
11
Properties=species:S:1:pos:R:3:mulliken_charge:R:1
C -0.032 0.672 -0.463 0.6214
C 0.898 -1.942 1.210 -0.6122
C -1.013 1.548 -1.044 -0.8209
N 1.109 0.676 -0.074 -0.4032
S -0.670 -1.333 0.235 -0.3033
S 2.108 -0.450 0.646 0.0190
H 0.609 -1.810 2.321 0.3004
H 1.038 -2.868 0.808 0.3840
H -0.772 2.211 -1.969 0.2933
H -1.289 2.314 -0.320 0.2606
H -1.986 0.982 -1.349 0.2609
```

***

Computed, not measured: a structure of composition C25H28BrCl5InN8O11S2, with the ωB97M-V functional and the def2-TZVPD basis.

- HOMO (eV) = -5.99
- total charge = -1
- frontier orbital gap (Eh) = 0.2973

```
81
Properties=species:S:1:pos:R:3:mulliken_charge:R:1
In 0.792 -0.135 0.688 1.7758
O -2.021 -2.915 0.329 -0.7798
S -1.619 -1.605 -0.179 0.7298
O -2.397 -1.190 -1.345 -0.5492
O -0.136 -1.677 -0.582 -0.7541
O -1.623 -0.565 0.888 -0.5592
Cl 2.691 2.826 7.339 -0.2205
C 2.098 2.424 5.768 0.3546
C 2.891 1.713 4.873 0.0038
Cl 4.481 1.234 5.338 -0.2097
C 2.419 1.389 3.607 1.0322
Cl 3.407 0.516 2.503 -0.1610
C 1.126 1.764 3.181 -1.4233
O 0.640 1.502 2.013 -0.3173
C 0.343 2.481 4.116 0.4421
Cl -1.243 2.937 3.617 -0.1661
C 0.817 2.807 5.377 0.0627
Cl -0.185 3.686 6.471 -0.2082
C -1.434 -4.190 3.274 -1.0457
N -0.855 -2.858 3.276 0.2056
C -1.620 -1.784 3.896 -1.2367
C 0.175 -2.541 2.476 -0.0763
N 0.747 -1.364 2.487 -0.0107
N 0.564 -3.522 1.592 -0.0368
C 1.800 -3.520 0.925 0.3244
N 1.649 -3.946 -0.392 -0.5892
N 2.871 -3.237 1.544 -0.6157
H -2.163 -4.293 2.466 0.2861
H -1.924 -4.358 4.232 0.4397
H -0.651 -4.934 3.150 0.3574
H -2.596 -2.174 4.174 0.4382
H -1.768 -0.974 3.181 0.3796
H -1.131 -1.410 4.801 0.3056
H 0.418 -0.790 3.253 0.1623
H -0.223 -3.856 1.037 0.3243
H 0.944 -3.375 -0.858 0.2943
H 2.525 -3.898 -0.893 0.2714
H 3.655 -3.222 0.897 0.2618
C -6.600 -0.094 -1.640 -1.3951
C -5.259 -0.323 -2.321 0.0277
S -4.691 1.193 -3.048 1.2212
O -4.512 2.165 -1.996 -0.6263
O -5.545 1.538 -4.163 -0.7423
C -3.077 0.761 -3.692 -0.1610
C -2.117 1.956 -3.702 -1.2759
N -1.381 2.080 -2.445 0.3473
C -0.475 1.165 -2.027 0.5357
N -0.188 1.342 -0.748 0.2085
C -0.927 2.399 -0.303 -1.2585
C -1.662 2.866 -1.342 0.1004
N -2.416 4.080 -1.377 1.2851
O -2.596 4.613 -2.459 -0.6791
O -2.789 4.525 -0.313 -0.6537
C 0.097 0.126 -2.918 -1.0932
H -6.942 -1.028 -1.194 0.4045
H -7.351 0.248 -2.351 0.3366
H -6.502 0.648 -0.848 0.3500
H -5.329 -1.047 -3.135 0.4165
H -4.474 -0.640 -1.633 0.0907
H -3.246 0.394 -4.703 0.5280
H -2.698 -0.045 -3.060 0.0154
H -2.628 2.896 -3.886 0.5097
H -1.383 1.813 -4.494 0.4394
H -0.859 2.763 0.706 0.5309
H 0.352 0.549 -3.891 0.7065
H -0.612 -0.693 -3.044 0.2999
H 0.987 -0.295 -2.462 -0.4058
Br 3.497 -1.990 -2.851 -0.1856
C 4.668 -0.525 -2.534 0.3430
C 5.860 -0.562 -3.250 -0.7142
C 6.770 0.474 -3.139 -0.4104
C 6.481 1.558 -2.323 -0.6837
C 5.290 1.586 -1.625 -0.6416
C 4.361 0.546 -1.702 0.1632
C 3.121 0.718 -0.843 0.5852
O 2.847 1.833 -0.430 -0.5629
O 2.498 -0.366 -0.524 -0.0761
H 6.062 -1.406 -3.894 0.4163
H 7.697 0.432 -3.696 0.3700
H 7.181 2.378 -2.232 0.3778
H 5.030 2.420 -0.987 0.4636
```

***

Energy above the lowest of the compared OMol25 structures with the same formula, charge and spin list, top to bottom, in kcal per mole: 26.1, 136.7, 48.3, 0.0, 66.9, 1.4